17
Properties=species:S:1:pos:R:3:forces:R:3 method="wB97M-V/def2-TZVPD" orbital_gap_ha=0.09498 total_charge=-1 homo_ev=-6.52 de_lowest_kcal_mol=0.0
Tl -0.27944 -1.03580 0.77586 -0.20 0.37 -0.24
N 3.68005 -0.10575 0.47036 0.13 0.59 0.69
O 4.37797 -0.89089 1.10603 0.29 0.44 -0.75
O 4.07986 0.87281 -0.17763 0.24 -1.00 0.43
O 2.43981 -0.23692 0.54980 -1.00 -0.06 -0.42
N -3.16914 -2.52952 -0.86938 -2.04 1.80 -1.88
O -4.37428 -2.76228 -1.03623 0.38 -0.91 0.17
O -2.38116 -2.66776 -1.82265 0.32 -0.17 1.94
O -2.93402 -1.89520 0.20902 1.86 -0.53 0.00
N 1.35490 2.21606 2.50468 -0.57 -0.44 1.20
O 0.48496 1.33105 2.27815 -0.48 -0.20 -0.71
O 0.96843 3.38374 2.49374 0.85 -0.41 -0.25
O 2.46167 1.82102 2.86340 -0.01 0.76 -0.51
N -1.69802 0.66402 -2.39831 -0.67 -1.27 1.65
O -2.69476 1.32823 -2.04631 0.84 -0.72 -1.91
O -0.81999 0.54280 -1.50239 1.16 0.09 0.40
O -1.49683 -0.03559 -3.39814 -1.09 1.65 0.19